Computed, not measured: 2 unconnected molecules or ions with the total composition C6H15N2, with wB97M-V/def2-TZVPD.

Geometry (Å):
C1 1.22 -2.40 -0.05
C2 0.81 -1.49 1.13
C3 -0.56 -0.85 0.80
C4 -0.47 0.69 0.90
C5 -1.14 1.32 1.96
C6 0.14 2.74 -0.18
N1 0.07 1.29 -0.13
N2 -0.43 -0.44 -2.83
H1 0.39 -3.05 -0.33
H2 1.52 -1.91 -0.98
H3 2.04 -3.07 0.20
H4 0.77 -2.15 2.00
H5 -0.84 -1.02 -0.25
H6 -1.36 -1.17 1.46
H7 -2.06 0.91 2.36
H8 -0.90 2.31 2.32
H9 -0.50 3.20 -0.93
H10 1.20 2.96 -0.36
H11 -0.09 3.19 0.78
H12 0.27 -0.42 -3.55
H13 1.52 -0.66 1.17
H14 -1.35 -0.35 -3.26
H15 -0.24 0.36 -2.23

## Properties
Charge: +1
Maximum force, eV Å⁻¹: 2.03
Frontier orbital gap, eV: 4.7

Population analysis type natural (NBO), resulting atomic charges in e: C -0.611; C -0.401; C -0.435; C 0.089; C 0.125; C -0.478; N -0.081; N -1.086; H 0.214; H 0.225; H 0.226; H 0.235; H 0.271; H 0.220; H 0.241; H 0.222; H 0.278; H 0.272; H 0.180; H 0.373; H 0.202; H 0.370; H 0.350